(1)
# C27H36O27

9 unconnected molecules or ions with the total composition C27H36O27 (wB97M-V/def2-TZVPD, OMol25).

Structure (XYZ):
```
90
Properties=species:S:1:pos:R:3:forces:R:3:mulliken_charge:R:1
C 0.779261 5.109036 -1.471456 1.192 -0.641 -0.005 -0.103
C -0.210224 5.635976 -2.470238 -0.047 -0.290 0.466 -0.386
O -1.443856 5.411221 -1.792877 -1.183 0.595 -0.862 -0.382
C -1.295380 4.386335 -0.968217 -1.685 -0.621 1.082 0.485
O -2.191312 3.715197 -0.495489 1.148 0.835 -0.537 -0.488
O -0.020008 4.266229 -0.672545 0.631 -1.694 0.917 -0.150
H 1.244045 5.790808 -0.791874 0.139 0.955 0.175 0.318
H 1.584539 4.492160 -1.890385 -0.297 0.238 -0.272 0.121
H -0.219913 5.045000 -3.351809 0.105 -0.566 -0.925 0.214
H -0.114487 6.655127 -2.739112 0.045 1.025 -0.015 0.334
C 0.803272 -4.010513 -0.952630 -0.333 1.430 -0.375 0.430
C -0.610137 -4.549659 -0.787760 -0.026 -0.994 -2.046 0.146
O -0.381580 -5.872173 -0.265773 1.314 -0.638 0.914 -0.405
C 0.917113 -5.975143 0.221511 0.180 -0.531 -1.013 0.626
O 1.474787 -6.959689 0.668702 -1.656 2.410 -0.625 -0.550
O 1.531674 -4.761015 -0.021579 0.810 -1.574 0.875 -0.348
H 0.877985 -2.946640 -0.673413 -0.003 -0.610 -0.233 -0.345
H 1.202341 -4.127889 -1.997909 -0.295 -0.159 0.992 0.212
H -1.055783 -4.684974 -1.814172 0.121 0.170 1.165 0.109
H -1.291361 -4.021524 -0.146584 -0.009 0.421 0.367 0.155
C -4.547455 1.798945 0.749722 -0.328 0.547 0.347 0.336
C -5.323226 3.000392 0.255144 -0.137 1.288 0.379 -0.195
O -6.171545 3.380591 1.387750 0.388 -0.905 0.399 -0.384
C -6.179457 2.329513 2.286083 2.374 1.116 -4.686 0.594
O -6.778639 2.211630 3.247127 -2.955 0.201 4.175 -0.461
O -5.358058 1.382760 1.835245 1.024 -1.673 0.176 -0.414
H -3.583908 2.171119 1.111539 -0.044 -0.350 0.051 -0.216
H -4.411886 0.951478 0.083876 -0.102 0.220 -0.268 0.275
H -5.983902 2.881598 -0.584972 -0.055 -0.368 -0.438 0.202
H -4.632130 3.826048 0.097195 -0.202 0.005 -0.293 0.233
C -3.093387 -2.234806 -3.175731 1.166 0.115 1.055 0.226
C -4.442599 -2.520460 -3.729705 -1.498 -0.407 0.069 -0.383
O -5.129477 -1.308342 -3.451809 -3.009 -0.239 -0.310 -0.397
C -4.358597 -0.274625 -3.231671 3.900 -6.421 -0.501 0.542
O -4.575135 0.818739 -3.066713 -1.968 6.057 0.777 -0.419
O -3.071214 -0.794845 -3.188227 1.068 -0.068 0.082 -0.236
H -2.233743 -2.644642 -3.743213 -0.577 0.419 0.212 0.255
H -3.011355 -2.595044 -2.112302 0.007 0.422 -0.896 -0.068
H -5.025445 -3.306427 -3.229835 0.485 0.121 0.029 0.266
H -4.546086 -2.707544 -4.789715 0.478 0.047 -0.400 0.250
C 2.615725 -0.013393 -4.563770 -0.732 -0.025 -0.317 -0.330
C 1.359794 0.278958 -3.744881 -0.950 -0.345 0.062 0.653
O 1.419182 1.713005 -3.559894 0.215 -0.387 0.193 -0.223
C 2.287957 2.222611 -4.468964 -0.152 0.393 1.092 0.572
O 2.485046 3.383413 -4.622170 -0.210 0.559 -0.102 -0.557
O 2.947556 1.264799 -5.087809 0.731 -0.347 -0.687 -0.367
H 2.382603 -0.622190 -5.433243 0.191 -0.399 0.200 0.292
H 3.453120 -0.405184 -3.996273 0.090 -0.048 0.064 0.289
H 1.234250 -0.295193 -2.799709 0.381 0.845 -0.520 -0.474
H 0.433862 0.102531 -4.320165 0.421 -0.112 0.091 0.181
C 2.363978 2.178685 0.340299 0.077 -1.264 0.683 0.946
C 3.558130 1.176436 0.270116 -2.733 -0.618 0.387 0.058
O 4.168216 1.366193 1.509792 1.143 0.658 1.227 -0.337
C 3.789308 2.557431 2.041994 1.938 1.217 1.523 0.628
O 4.278710 3.095976 3.023996 -0.943 -1.625 -1.651 -0.602
O 2.866937 3.114975 1.289813 -0.743 0.965 -0.425 -0.451
H 1.409764 1.818169 0.758909 0.614 -0.380 -0.309 -0.292
H 2.137907 2.621774 -0.597724 0.026 0.678 -0.681 -0.181
H 4.151057 1.305263 -0.594436 1.241 0.730 -0.612 0.303
H 3.269015 0.140687 0.276291 -0.585 -0.432 -0.219 -0.044
C 2.116405 -4.157231 2.982820 0.809 -1.073 1.730 -0.417
C 3.452707 -3.609272 2.457213 -0.236 -0.366 0.089 -0.319
O 3.031320 -2.534982 1.642760 -1.445 1.780 -0.802 -0.441
C 1.719617 -2.224421 1.884831 -0.141 0.017 -0.070 0.379
O 1.106901 -1.251125 1.465249 1.608 -1.724 0.656 -0.173
O 1.179854 -3.180231 2.665867 -0.796 1.967 -0.874 -0.420
H 2.097610 -4.281626 4.093090 0.185 0.115 -0.856 0.342
H 1.788912 -5.077310 2.533547 0.184 -0.453 -0.247 0.233
H 4.028290 -4.290466 1.818908 -0.208 0.047 0.412 0.341
H 4.044091 -3.158005 3.246230 0.265 -0.319 0.195 0.254
C -1.923082 -0.592144 1.433561 0.683 0.958 1.575 -0.332
C -1.003474 0.698090 1.306686 -1.236 -2.170 0.203 0.251
O -0.445387 0.482257 0.044423 1.441 1.602 -1.950 0.130
C -0.641006 -0.690884 -0.466953 -2.584 -1.761 1.550 0.422
O -0.200071 -1.216441 -1.438001 0.569 0.440 -0.534 -0.485
O -1.605778 -1.353428 0.305692 0.879 0.064 -1.274 -0.364
H -2.974843 -0.324224 1.454247 -0.119 -0.111 -0.121 0.225
H -1.667196 -1.165397 2.343993 -0.162 0.290 -0.429 0.186
H -0.174642 0.663086 1.973616 0.292 0.191 0.945 -0.244
H -1.559498 1.609996 1.322091 -0.109 0.617 -0.080 0.377
C 3.606945 0.021622 4.543321 -1.093 -1.273 1.331 -0.291
C 2.342040 0.882329 4.356569 1.264 0.451 -1.572 0.306
O 1.303549 0.134008 4.901248 -1.565 0.149 0.263 -0.384
C 1.669803 -1.107823 5.189317 1.729 0.192 -0.503 0.653
O 1.009312 -1.994230 5.575213 -1.597 -0.993 0.645 -0.523
O 2.985781 -1.259457 4.966281 1.128 0.282 -1.042 -0.425
H 4.125619 0.287015 5.463796 0.489 0.494 -0.499 0.340
H 4.261146 -0.145665 3.681295 -0.326 0.178 0.269 0.247
H 2.140273 1.081130 3.263862 0.040 -0.102 1.177 -0.444
H 2.448955 1.785956 4.930878 -0.135 0.561 -0.189 0.513
```
Positions in Å, forces in eV/Å.

Output
* gap between HOMO and LUMO: 10.8 eV
* charge: 0
* structure (SMILES): O=C1OCCO1.O=C1OCCO1.O=C1OCCO1.O=C1OCCO1.O=C1OCCO1.O=C1OCCO1.O=C1OCCO1.O=C1OCCO1.O=C1OCCO1
* maximum force: 7.53 eV/A

=====

(2)
# C2H4O3S

A single C2H4O3S molecule (wB97M-V/def2-TZVPD, OMol25).

Structure (XYZ):
```
10
Properties=species:S:1:pos:R:3:forces:R:3:nbo_charge:R:1
C 0.566159 1.483822 -0.175960 -0.597 -0.572 -0.351 0.285
C -1.045566 -1.475716 -0.017014 -1.309 1.580 0.405 -0.960
O -2.790976 0.298802 -0.818410 0.251 0.417 -0.460 -0.888
O -1.610287 0.700667 1.324298 0.388 0.394 0.051 -0.925
O -0.173748 0.730952 -0.827294 2.225 2.167 -0.328 -0.539
S -1.724596 0.011056 0.077160 -0.953 -3.658 0.937 2.222
H 1.650361 1.402994 -0.267531 -0.013 0.062 -0.335 0.155
H 0.152988 2.172105 0.561739 -0.125 -0.089 0.064 0.175
H -1.128377 -1.971236 -0.955500 -0.153 -0.233 -0.391 0.242
H -0.292309 -1.713905 0.695308 0.287 -0.067 0.408 0.233
```
Positions in Å, forces in eV/Å.

Output
* gap between HOMO and LUMO (spin up / spin down): 7.7 / 7.7 eV
* charge: 0
* maximum force: 3.89 eV/A

=====

(3)
# C4H15NO2

3 unconnected molecules or ions with the total composition C4H15NO2 (wB97M-V/def2-TZVPD, OMol25).

Structure (XYZ):
```
22
Properties=species:S:1:pos:R:3:forces:R:3:nbo_charge:R:1
C -1.298859 -0.522362 -1.264842 -1.216 1.111 -1.892 -0.654
C -1.439585 -0.189331 0.206289 0.267 -0.862 0.320 -0.407
C -0.159168 -0.351470 1.023187 -0.175 0.196 -0.506 -0.206
N 0.826222 0.635674 0.641366 -0.629 0.533 -0.350 -0.655
C 1.973134 0.737380 1.513775 -0.433 -0.336 -0.174 -0.403
H -0.732129 -1.391004 -1.577183 0.130 -0.233 0.420 0.214
H -2.293953 -0.599833 -1.732337 -0.089 -0.653 0.505 0.219
H -1.000100 0.281134 -1.960661 0.824 0.200 0.829 0.220
H -1.827722 0.815491 0.370508 -0.026 0.042 -0.160 0.215
H -2.168982 -0.892132 0.637403 0.057 0.208 -0.063 0.200
H -0.440245 -0.241049 2.064102 0.227 0.249 0.372 0.191
H 0.244387 -1.368125 0.927659 -0.032 -0.244 -0.027 0.144
H 1.032430 0.575957 -0.351117 0.261 -0.193 0.309 0.368
H 1.624270 1.166457 2.442624 0.036 0.085 0.455 0.187
H 2.417867 -0.244754 1.737946 0.270 0.216 -0.108 0.168
H 2.677528 1.436595 1.086689 0.410 -0.065 -0.079 0.204
H -0.049757 4.284340 -0.792709 0.083 -0.072 0.164 0.468
H -0.214401 2.769142 -0.500981 0.145 0.093 0.162 0.482
O -0.443305 3.473169 -1.120757 -0.172 -0.164 -0.218 -0.956
H 0.389461 -4.125340 -1.547554 -0.098 -0.028 0.050 0.472
H 0.112817 -2.937768 -0.597428 0.267 -0.324 -0.278 0.469
O 0.770080 -3.312172 -1.205983 -0.108 0.242 0.269 -0.939
```
Positions in Å, forces in eV/Å.

Output
* gap between HOMO and LUMO: 9.7 eV
* charge: 0
* structure (SMILES): CCCNC.O.O
* maximum force: 2.51 eV/A